{
  "formula": "C20H24N4O4S",
  "method": "the ωB97M-V functional and the def2-TZVPD basis",
  "species": ["S", "O", "O", "O", "O", "N", "N", "N", "N", "C", "C", "C", "C", "C", "C", "C", "C", "C", "C", "C", "C", "C", "C", "C", "C", "C", "C", "C", "C", "H", "H", "H", "H", "H", "H", "H", "H", "H", "H", "H", "H", "H", "H", "H", "H", "H", "H", "H", "H", "H", "H", "H", "H"],
  "xyz": [[-1.42747, -3.04499, 2.76330], [1.69854, -0.90821, 2.98517], [-1.18406, -2.29793, 4.23013], [-2.60394, -3.73457, 2.74585], [-1.28434, 2.88722, -0.30759], [-0.27213, -3.88072, 2.43252], [1.87404, 0.66290, -0.95778], [-1.51719, 0.92994, -1.45206], [1.78148, -0.95022, 0.75419], [1.11431, -3.87058, 2.91216], [-1.53809, 2.23495, -1.35757], [-1.50772, 0.16999, -2.57000], [-1.34196, -1.78676, 1.54354], [-1.31062, 0.61996, 0.96878], [1.68458, 4.49770, -0.73742], [1.81243, -3.15865, 1.72599], [1.99180, -1.59788, 1.98590], [1.94787, 0.40985, 0.47551], [-1.78962, -1.13953, -2.04567], [1.82003, 1.98545, -1.14735], [1.96826, 1.43177, 1.58858], [-1.39857, -0.29325, 1.97596], [1.66310, 3.01948, -0.38808], [1.72029, 2.72857, 1.00441], [-1.50766, 0.04933, -0.47676], [-1.83892, 3.04377, -2.68219], [-1.70438, -1.18849, -0.65346], [-0.14785, 0.01527, -3.43920], [-1.58815, -2.12422, 0.23235], [-2.20075, 0.43970, -3.26886], [0.48074, -0.07465, -2.59442], [2.22415, 5.37531, -0.03670], [1.92184, 0.99687, 2.38936], [-1.76125, 4.07473, -2.58905], [-0.91175, -0.24579, 3.00651], [-1.02119, 1.75030, 1.25455], [-1.24016, -1.98700, -2.68188], [0.46234, 4.79206, -0.54020], [-1.87612, -3.05657, 0.17197], [-0.92771, 2.63374, -3.42060], [3.11787, -3.28205, 1.91586], [1.62998, 3.65223, 1.97881], [1.75404, -1.48469, -0.21863], [0.86477, -3.27880, 3.77706], [-2.68782, 2.67818, -3.16962], [2.02163, 4.73975, -1.74638], [1.76791, 2.25341, -2.32375], [1.63959, -3.60858, 0.86756], [-0.31463, -0.59436, -4.13380], [-3.11570, -1.57786, -2.41591], [-0.09689, 0.99813, -3.79633], [1.43014, -4.82031, 3.17939], [-0.27505, -5.08393, 2.28586]],
  "energy_ha": -1694.12059,
  "gap_ev": 7.99,
  "largest_force_ev_per_a": 15.31,
  "relative_energy_kj_mol": 1787.0
}